# CH6NO

A 3-piece molecular cluster, CH6NO overall in a non-equilibrium geometry (ωB97M-V with the def2-TZVPD basis set, the OMol25 dataset).

Structure (XYZ):
```
9
Properties=species:S:1:pos:R:3:forces:R:3
C 0.854 -0.173 0.567 0.629 -0.077 0.655
N -0.047 -1.256 -0.073 -1.847 -1.836 0.799
O 1.774 0.146 -0.262 -1.234 -1.364 0.110
H -1.078 2.252 0.604 -0.910 -1.336 -3.256
H -1.307 1.931 -0.209 0.900 1.311 3.229
H 0.052 -2.284 0.249 0.722 1.930 0.038
H -1.038 -1.085 0.265 1.233 0.298 -0.447
H -0.081 -1.362 -1.074 0.173 0.392 -1.093
H 2.402 0.682 0.239 0.335 0.683 -0.034
```
Forces are in eV/Å.

Calculated values
spin multiplicity	1
LUMO	-5.27	eV
energy above the lowest of the compared OMol25 structures with the same formula, charge and spin	91.14	kcal/mol
gap between HOMO and LUMO	10.419	eV
charge	+1
HOMO energy	-15.7	eV

# C4H12NO2

A 2-piece molecular cluster, C4H12NO2 overall in a non-equilibrium geometry (ωB97M-V with the def2-TZVPD basis set, the OMol25 dataset).

Structure (XYZ):
```
19
Properties=species:S:1:pos:R:3:forces:R:3
C -1.474 1.636 0.008 -0.107 -1.150 0.041
O -0.734 2.673 0.087 0.442 0.686 0.016
C -0.389 0.212 -0.021 0.397 0.759 -0.333
C -0.718 -0.632 1.170 -0.462 0.229 0.496
C -0.024 -1.991 1.163 -0.237 0.132 -0.386
N 1.001 0.604 -0.084 -0.208 0.046 0.476
H -2.046 1.499 -0.919 -0.102 0.019 -0.008
H -2.021 1.356 0.916 -0.231 0.185 0.036
H -0.664 -0.226 -0.972 -0.376 -0.127 -0.142
H -1.798 -0.683 1.288 -0.179 -0.537 -0.414
H -0.464 -0.044 2.050 0.422 0.025 0.240
H -0.001 -2.372 0.140 0.061 -0.111 0.041
H 0.998 -1.887 1.506 0.200 -0.163 0.055
H -0.546 -2.727 1.771 0.049 0.077 0.155
H 1.410 0.456 0.832 0.159 -0.099 0.008
H 1.047 1.610 -0.199 0.140 0.009 -0.397
H 2.815 0.567 -2.981 -0.002 0.004 0.026
H 1.536 -0.084 -2.479 0.210 0.086 0.006
O 2.072 0.035 -3.276 -0.177 -0.069 0.083
```
Forces are in eV/Å.

Calculated values
spin multiplicity	2
⟨S²⟩	0.761
LUMO (alpha / beta)	0.86 / -1.78	eV
energy above the lowest of the compared OMol25 structures with the same formula, charge and spin	13.36	kcal/mol
gap between HOMO and LUMO (alpha / beta)	10.380 / 7.959	eV
charge	0
HOMO energy (alpha / beta)	-9.5 / -9.7	eV

# H3S3

A 2-piece molecular cluster, H3S3 overall (ωB97M-V with the def2-TZVPD basis set, the OMol25 dataset).

Structure (XYZ):
```
6
Properties=species:S:1:pos:R:3:forces:R:3
S 0.618 -1.951 2.380 -0.048 0.241 -0.252
H -0.450 -1.371 1.800 -0.056 -0.194 0.260
S 0.616 1.396 -1.659 -0.402 -0.156 0.067
S -0.690 0.157 -0.506 0.109 0.435 -0.586
H -0.349 2.010 -2.387 0.168 -0.255 0.369
H 0.255 -0.241 0.373 0.228 -0.072 0.141
```
Forces are in eV/Å.

Calculated values
spin multiplicity	1
LUMO	2.82	eV
energy above the lowest of the compared OMol25 structures with the same formula, charge and spin	16.15	kcal/mol
gap between HOMO and LUMO	5.646	eV
charge	-1
HOMO energy	-2.8	eV

# C17H22N2O3S

C17H22N2O3S as an isolated structure in a non-equilibrium geometry (ωB97M-V with the def2-TZVPD basis set, the OMol25 dataset).

Structure (XYZ):
```
45
Properties=species:S:1:pos:R:3:forces:R:3
C -6.801 -1.380 1.074 2.476 -0.409 -3.429
H -7.688 -1.793 0.784 -2.990 -0.760 0.334
H -6.797 -0.486 1.688 -0.253 -0.224 -0.072
H -6.190 -2.204 1.396 0.288 -0.086 0.901
C -6.210 -1.045 -0.458 -0.298 11.714 14.191
C -4.906 -0.376 -0.134 2.020 2.080 -1.643
C -4.261 -0.311 1.190 5.667 4.398 -12.963
C -2.921 0.383 0.951 -3.136 -1.756 9.112
C -2.356 0.832 -0.183 5.110 1.091 6.375
C -2.918 0.670 -1.310 -4.149 0.541 -7.891
C -4.284 0.368 -1.326 -1.434 -4.140 -0.053
H -4.849 0.191 -2.392 1.449 0.641 2.851
H -2.441 0.899 -2.301 -0.285 0.031 1.259
S -0.638 1.585 0.048 -1.005 -3.997 -5.099
O -0.273 1.915 -1.431 -0.687 -0.203 5.042
O -0.676 2.423 1.202 0.501 0.846 -0.263
N 0.217 -0.028 0.582 -4.308 8.002 3.565
C 0.402 -0.884 -0.435 7.080 6.223 -3.501
C 1.761 -0.347 -1.428 -1.109 -10.269 6.511
N 2.783 -0.218 -0.385 2.181 -6.069 -7.465
C 2.498 0.790 0.365 1.432 8.084 6.927
C 1.241 0.493 1.486 3.609 -2.446 -5.049
H 1.589 -0.397 1.947 0.618 -0.700 1.031
H 1.040 1.254 2.192 -0.717 0.798 0.086
H 2.305 1.917 -0.294 0.380 -2.757 1.702
H 3.515 0.960 1.067 -2.666 0.154 -1.625
C 4.027 -0.190 -1.284 0.379 8.375 1.327
C 5.276 0.116 -0.460 -5.611 -10.544 -4.323
C 5.934 0.914 0.205 4.641 6.262 2.510
C 7.069 0.272 0.909 -6.155 3.582 -3.398
C 6.814 -0.912 0.663 -0.533 -11.970 -0.357
O 5.690 -1.272 -0.177 3.392 3.554 2.457
H 7.348 -1.839 1.122 -0.998 1.653 -1.239
H 7.804 0.655 1.362 5.268 2.990 3.601
H 5.844 1.938 -0.035 -0.117 1.231 0.430
H 4.012 1.176 -1.754 -0.590 -3.473 0.463
H 4.119 -0.785 -2.210 -0.300 -0.126 1.250
H 1.420 0.480 -1.667 -2.693 7.826 -3.593
H 1.852 -1.221 -2.048 0.597 0.388 -0.780
H 0.493 -1.671 0.057 1.926 -7.965 3.256
H -0.373 -0.964 -0.982 -5.747 -0.304 -4.032
H -2.501 0.529 2.242 -0.356 -0.031 -4.622
H -4.728 -0.568 1.967 -2.679 -2.093 6.410
H -6.937 -0.240 -0.704 0.556 -0.069 -0.321
H -6.304 -1.625 -1.103 -0.755 -10.076 -9.876
```
Forces are in eV/Å.

Calculated values
spin multiplicity	1
LUMO	0.58	eV
energy above the lowest of the compared OMol25 structures with the same formula, charge and spin	437.31	kcal/mol
gap between HOMO and LUMO	8.480	eV
charge	0
HOMO energy	-7.9	eV

# C2HN3O3

The molecule C2HN3O3 in a non-equilibrium geometry (ωB97M-V with the def2-TZVPD basis set, the OMol25 dataset).

Structure (XYZ):
```
9
Properties=species:S:1:pos:R:3:forces:R:3
O 1.061 -1.570 -0.837 -0.942 -0.072 0.660
C 0.246 -0.718 -0.544 4.335 -0.814 -0.351
N -0.590 -0.207 -1.623 0.838 0.514 3.997
N -1.290 0.696 -1.159 -2.626 1.266 -0.963
O -1.448 1.060 0.153 2.195 -0.179 0.400
N -0.346 0.942 1.203 0.216 -2.048 -2.667
C 0.548 0.036 0.811 -5.796 2.817 -0.622
O 1.501 -0.118 1.681 -0.464 1.806 0.159
H 1.913 -0.903 1.486 2.245 -3.291 -0.612
```
Forces are in eV/Å.

Calculated values
spin multiplicity	1
LUMO	-1.30	eV
energy above the lowest of the compared OMol25 structures with the same formula, charge and spin	160.38	kcal/mol
SMILES	O=c1nnonc1O
gap between HOMO and LUMO	9.176	eV
charge	0
HOMO energy	-10.5	eV

# C10H6HoNO5S

C10H6HoNO5S as an isolated structure in a non-equilibrium geometry (ωB97M-V with the def2-TZVPD basis set, the OMol25 dataset).

Structure (XYZ):
```
24
Properties=species:S:1:pos:R:3:forces:R:3
O 4.849 1.282 -0.446 -3.242 0.142 -0.080
C 3.704 1.324 -0.477 3.152 -0.160 0.071
Ho -0.839 1.324 -0.840 0.136 -0.776 -0.100
C -2.608 2.752 -0.431 -3.396 4.627 1.745
O -3.193 3.699 -0.087 1.703 -3.947 -1.457
C -0.379 3.617 -0.122 0.620 1.886 0.273
O -0.067 4.702 0.223 -0.927 -2.454 -0.818
C -0.918 3.063 -2.585 -1.990 6.363 -2.987
O -1.235 4.092 -3.044 1.891 -5.681 2.145
C -0.625 1.870 1.584 -0.624 3.015 3.709
O -0.729 2.597 2.467 0.528 -3.042 -2.717
H 0.477 2.787 -0.408 1.864 -0.105 0.028
S -1.979 -1.062 -1.131 0.657 0.378 0.285
C -0.670 -1.937 -0.325 -0.373 -0.216 0.290
N -0.934 -2.333 0.960 -0.123 0.143 -0.031
C -0.129 -3.157 1.671 -0.254 -0.099 -0.225
C 1.025 -3.613 1.095 0.906 -0.415 -0.546
C 1.364 -3.231 -0.220 -1.013 0.569 0.526
C 0.516 -2.375 -0.929 -0.229 0.107 0.612
H -1.812 -1.999 1.394 0.600 -0.397 -0.483
H -0.486 -3.482 2.646 0.137 0.251 -0.136
H 1.693 -4.298 1.624 -0.409 0.278 -0.041
H 2.257 -3.598 -0.687 0.332 -0.156 -0.081
H 0.720 -2.025 -1.934 0.055 -0.312 0.020
```
Forces are in eV/Å.

Calculated values
spin multiplicity	5
⟨S²⟩	6.006
LUMO (alpha / beta)	-9.30 / -9.18	eV
energy above the lowest of the compared OMol25 structures with the same formula, charge and spin	0.00	kcal/mol
gap between HOMO and LUMO (alpha / beta)	6.696 / 6.895	eV
charge	+2
HOMO energy (alpha / beta)	-16.0 / -16.1	eV

# C8H11N

C8H11N as an isolated structure in a non-equilibrium geometry (ωB97M-V with the def2-TZVPD basis set, the OMol25 dataset).

Structure (XYZ):
```
20
Properties=species:S:1:pos:R:3:forces:R:3
C 1.117 -1.806 0.995 5.019 -0.724 -4.305
C 0.706 -0.549 0.264 -1.282 -1.158 0.416
C 0.419 -0.266 -1.297 -4.761 -0.959 2.971
C 0.256 1.230 -1.039 5.042 0.210 -3.090
C -1.677 1.514 0.147 1.728 -2.085 -0.672
C -1.489 0.056 0.808 -5.030 2.009 3.646
C 0.826 0.930 0.318 2.973 1.979 4.171
C -1.142 1.303 -1.172 -3.588 2.219 4.649
H 1.446 -1.695 2.014 -0.127 0.366 0.171
H 2.102 -1.992 0.297 -1.368 -0.462 2.031
H 0.607 -2.761 0.831 -0.759 0.718 -0.029
H 1.248 -0.520 -1.706 5.884 -1.238 -2.760
H -0.354 -0.662 -1.952 -0.188 -0.806 0.511
H 1.026 1.695 -1.765 -1.225 0.119 1.212
H -1.100 2.132 0.913 -0.860 0.039 -1.717
H -1.993 -0.233 1.824 0.092 1.413 -1.264
H -2.035 -0.683 0.248 1.336 -0.881 -1.321
H 1.729 1.631 0.797 -2.788 -1.996 -0.877
H -1.563 0.535 -1.767 -1.024 -0.008 -0.447
N -0.129 0.141 1.243 0.929 1.245 -3.295
```
Forces are in eV/Å.

Calculated values
spin multiplicity	1
LUMO	0.15	eV
energy above the lowest of the compared OMol25 structures with the same formula, charge and spin	194.45	kcal/mol
gap between HOMO and LUMO	8.108	eV
charge	0
HOMO energy	-8.0	eV

# C9H16B2BrF5O9PS

A 2-piece molecular cluster, C9H16B2BrF5O9PS overall in a non-equilibrium geometry (ωB97M-V with the def2-TZVPD basis set, the OMol25 dataset).

Structure (XYZ):
```
44
Properties=species:S:1:pos:R:3:forces:R:3
C -2.571 4.113 0.619 0.014 0.320 -0.113
B -2.985 3.223 -0.610 -0.283 -0.293 0.243
O -4.291 3.252 -1.050 0.054 -0.127 0.168
C -1.995 2.347 -1.494 0.218 0.159 0.082
O -1.117 3.331 -2.053 0.130 -0.141 0.132
B 0.137 3.355 -1.299 -0.977 0.243 0.348
Br 1.763 3.344 -2.577 0.352 -0.040 -0.260
O 0.117 2.100 -0.487 -0.114 -0.072 0.164
C -0.993 1.368 -0.825 0.379 -0.438 -1.158
P -0.636 -0.074 -2.121 -0.372 0.182 0.385
C 1.087 -0.417 -1.609 0.050 -0.260 0.131
O -0.433 0.897 -3.439 0.099 -0.312 -0.237
S -1.643 0.521 0.636 -0.053 0.017 0.219
O -2.790 1.199 1.182 0.078 -0.033 0.017
O -1.709 -0.896 0.386 -0.067 0.066 0.081
C -0.329 0.577 2.017 -0.064 0.429 -0.301
F 0.480 -0.469 1.829 0.341 -0.243 -0.018
F -1.067 0.348 3.110 -0.291 -0.189 0.376
C 0.556 1.817 2.327 -0.125 0.007 0.017
F -0.103 2.947 2.120 0.005 0.045 0.122
F 0.885 1.777 3.637 0.005 -0.050 -0.001
F 1.684 1.799 1.647 0.186 0.038 -0.103
H -3.050 3.733 1.529 0.104 0.054 -0.100
H -2.928 5.140 0.455 0.038 -0.102 0.061
H -1.493 4.169 0.773 -0.189 -0.033 0.006
H -4.850 3.744 -0.438 0.076 0.087 -0.173
H -2.537 1.809 -2.284 0.082 0.201 -0.061
H 0.255 4.328 -0.587 0.307 -0.035 -0.089
H 1.673 -0.704 -2.490 -0.075 -0.037 0.134
H 1.558 0.438 -1.123 -0.025 0.048 -0.118
H 1.059 -1.274 -0.923 0.091 0.109 -0.133
H 0.425 0.774 -3.861 0.033 0.406 0.208
C 1.858 -6.824 -0.704 -0.011 -0.054 0.008
O 2.034 -6.257 0.596 0.011 0.061 0.001
C 2.174 -4.926 0.592 -0.010 0.004 -0.014
O 2.173 -4.229 -0.389 0.018 -0.040 0.059
O 2.319 -4.516 1.849 0.001 -0.034 -0.043
C 2.447 -3.092 1.991 -0.002 0.049 0.042
H 1.758 -7.894 -0.545 0.001 0.010 0.010
H 0.962 -6.427 -1.177 0.014 0.022 -0.006
H 2.721 -6.614 -1.335 -0.011 0.023 -0.005
H 1.557 -2.591 1.623 0.011 -0.019 -0.046
H 3.322 -2.734 1.452 -0.024 0.004 -0.031
H 2.561 -2.914 3.056 -0.005 -0.031 -0.003
```
Forces are in eV/Å.

Calculated values
spin multiplicity	1
LUMO	2.46	eV
gap between HOMO and LUMO	7.647	eV
charge	-1
HOMO energy	-5.2	eV

| no. | E_tot (Ha) |
| --- | --- |
| 1 | -171.2818 |
| 2 | -364.7385 |
| 3 | -1196.3793 |
| 4 | -1393.7642 |
| 5 | -466.6123 |
| 6 | -2161.1705 |
| 7 | -365.8282 |
| 8 | -4892.5347 |